Record 1
The following is a quantum chemistry calculation of the ion C2H2N3S2 with charge +1 in a non-equilibrium geometry, from OMol25.

Geometry (Å):
S -2.0467 -1.0077 0.3568
C 2.6548 0.1808 -0.1289
C 1.3719 0.3673 -0.5014
N -3.3647 -0.2823 0.4696
N -0.7994 -0.1024 0.1160
H -3.3168 0.7061 0.4861
S 4.0886 -0.1666 0.2986
N 0.3950 0.0789 0.3840
H 1.0173 0.2260 -1.4809

Calculated values
multiplicity = 1
orbital gap (spin up / spin down) = 7.589 / 7.590 eV
charge = +1

Record 2
The following is a quantum chemistry calculation of the molecule C2H2N4 in a non-equilibrium geometry, from OMol25.

Geometry (Å):
H 0.2947 2.1281 0.5492
N -0.2993 -1.4574 0.2102
N 0.1319 0.5313 -0.8596
N 0.7893 -0.8999 0.7101
N 0.5586 0.2158 1.3840
H -1.2660 -0.9094 -1.5809
C -0.5418 -0.6556 -0.8043
C 0.3318 1.0481 0.3899

Calculated values
multiplicity = 1
orbital gap (spin up / spin down) = 7.541 / 7.821 eV
SMILES = c1ncnnn1

Record 3
The following is a quantum chemistry calculation of the molecule C2H2N4O in a non-equilibrium geometry, from OMol25.

Geometry (Å):
H 2.2475 0.5554 0.1964
N 0.2067 0.1237 -0.2435
N -0.6706 -0.2204 -1.1851
O 2.1809 -0.3210 -1.4009
H -2.1449 -0.0870 1.7272
N -0.2090 0.3022 0.9757
C 1.6453 0.1191 -0.4876
C -1.4438 -0.1673 0.8698
N -1.8120 -0.3047 -0.4521

Calculated values
multiplicity = 1
orbital gap = 10.984 eV
SMILES = O=Cn1ncnn1

Record 4
The following is a quantum chemistry calculation of the molecule C2H2N4O2 in a non-equilibrium geometry, from OMol25.

Geometry (Å):
C -1.4654 0.1188 -0.0351
O -2.1212 1.1505 -0.2937
N 1.9161 -0.8098 -0.2670
H -1.1021 -1.7193 0.4718
N 2.2321 0.4678 -0.0018
C 1.1284 1.1745 0.2234
O -1.9382 -1.1010 0.1851
H 1.0543 2.2122 0.5412
N 0.7114 -1.0461 -0.0950
N 0.0754 0.1526 0.1818

Calculated values
multiplicity = 1
orbital gap = 11.226 eV
SMILES = O=C(O)n1cnnn1